[1]
{"formula": "C5H10N2O", "method": "ωB97M-V with the def2-TZVPD basis set", "gap_ev": 8.743, "relative_energy_kcal_mol": 75.5, "e_lumo_ev": 0.76, "total_energy_ev": -10372.031, "smiles": "CN1[C@H](C=O)[C@]1(C)N", "symbols": ["C", "N", "C", "C", "O", "C", "C", "N", "H", "H", "H", "H", "H", "H", "H", "H", "H", "H"], "xyz": [[-1.805, -0.947, -0.543], [-0.569, -0.750, 0.166], [-0.308, 0.548, 0.793], [-1.045, 1.721, 0.251], [-2.207, 1.953, 0.547], [0.890, -0.020, 0.078], [2.041, -0.527, 0.896], [1.155, 0.306, -1.269], [-2.718, -0.714, 0.022], [-1.900, -2.028, -0.728], [-1.888, -0.434, -1.505], [-0.305, 0.500, 1.881], [-0.475, 2.410, -0.399], [1.920, -0.324, 1.966], [2.994, -0.089, 0.586], [2.117, -1.615, 0.799], [0.299, 0.347, -1.821], [1.801, -0.337, -1.720]], "atomic_forces_ev_per_a": [[0.213, -1.086, -1.144], [1.361, 0.460, 3.272], [0.392, -0.573, -0.689], [-1.040, 0.650, 0.550], [1.248, -0.243, -0.394], [-3.093, -0.754, -1.018], [-0.015, -0.901, 0.205], [0.507, 0.914, -0.451], [0.603, 0.439, 0.312], [0.119, 0.270, -0.243], [-0.080, 0.153, -0.285], [0.037, 0.301, 0.100], [-0.142, -0.026, -0.195], [-0.157, 0.061, -0.283], [-0.261, 0.080, -0.170], [0.093, 0.100, -0.068], [0.401, 0.011, 0.197], [-0.186, 0.142, 0.302]]}



[2]
{"formula": "C5H10N2O", "method": "ωB97M-V with the def2-TZVPD basis set", "gap_ev": 7.957, "relative_energy_kcal_mol": 195.6, "e_lumo_ev": -0.52, "total_energy_ev": -10366.824, "symbols": ["C", "C", "C", "C", "C", "H", "H", "H", "H", "H", "H", "H", "H", "H", "H", "N", "N", "O"], "xyz": [[2.073, 1.116, -1.191], [0.964, 0.926, -0.351], [0.184, -0.192, -0.305], [0.861, -1.506, -0.525], [-1.336, -0.191, 1.490], [2.713, 1.793, -0.645], [2.019, 1.960, -2.065], [2.589, 0.248, -1.493], [0.315, 1.658, -0.306], [0.611, -1.924, -1.495], [0.660, -2.262, 0.184], [2.024, -1.523, -0.398], [-0.618, 0.002, 2.353], [-2.807, 1.253, 1.899], [-3.058, -0.134, -0.221], [-1.091, -0.385, 0.180], [-2.612, -0.217, 2.010], [-3.491, -0.623, 0.880]], "atomic_forces_ev_per_a": [[2.652, 3.981, -2.030], [-3.273, -4.159, -0.814], [3.488, -1.437, 1.395], [2.783, -0.601, -0.895], [2.377, 0.048, -3.014], [1.230, -0.302, 0.645], [-0.888, -2.488, 1.263], [0.651, -0.750, -0.520], [-2.587, 4.775, 1.025], [0.072, -0.170, -0.277], [-1.113, -0.651, 0.981], [-1.952, 0.697, -0.724], [-0.249, -0.068, -1.606], [0.713, -4.595, 1.101], [-0.926, -2.134, 5.031], [-1.354, 1.633, 4.472], [-3.162, 4.118, -3.925], [1.538, 2.105, -2.109]]}



[3]
{"formula": "C5H10N2O", "method": "ωB97M-V with the def2-TZVPD basis set", "gap_ev": 8.300, "relative_energy_kcal_mol": 57.1, "e_lumo_ev": 0.95, "total_energy_ev": -10372.828, "smiles": "C/C(N)=C\\N=C(/C)O", "symbols": ["C", "C", "N", "C", "N", "C", "C", "O", "H", "H", "H", "H", "H", "H", "H", "H", "H", "H"], "xyz": [[1.275, 1.214, -0.469], [0.843, -0.052, 0.236], [1.584, -1.171, -0.151], [0.210, -0.005, 1.524], [-1.008, 0.495, 1.416], [-1.219, 0.266, 0.068], [-1.650, -1.075, -0.460], [-1.821, 1.268, -0.648], [1.073, 1.164, -1.541], [2.355, 1.365, -0.336], [0.769, 2.087, -0.064], [1.512, -1.994, 0.426], [2.507, -1.024, -0.535], [0.610, -0.403, 2.457], [-2.744, -1.123, -0.457], [-1.304, -1.216, -1.485], [-1.255, -1.879, 0.156], [-1.736, 2.083, -0.137]], "atomic_forces_ev_per_a": [[-0.018, -0.054, 0.036], [-0.455, 0.121, 0.021], [0.057, -0.038, -0.013], [-0.113, -0.063, -0.212], [0.115, 0.020, -0.190], [0.426, 0.060, 0.092], [0.045, 0.048, 0.040], [0.074, -0.124, 0.139], [0.004, -0.013, 0.030], [-0.066, -0.032, -0.003], [-0.017, -0.032, 0.018], [0.003, 0.061, -0.015], [-0.102, 0.033, 0.047], [-0.026, 0.008, -0.023], [0.059, 0.017, 0.005], [-0.005, 0.011, 0.027], [0.010, 0.036, 0.010], [0.008, -0.059, -0.009]]}



[4]
{"formula": "C5H10N2O", "method": "ωB97M-V with the def2-TZVPD basis set", "gap_ev": 9.738, "relative_energy_kcal_mol": 112.6, "e_lumo_ev": 0.98, "total_energy_ev": -10370.424, "smiles": "C#CC(C)=O.CNN", "symbols": ["C", "C", "C", "C", "O", "H", "H", "H", "H", "C", "N", "N", "H", "H", "H", "H", "H", "H"], "xyz": [[-1.671, -2.559, 0.290], [-1.368, -1.426, 0.002], [-1.081, 0.135, -0.483], [-1.844, 1.060, 0.424], [-0.849, 0.371, -1.641], [-1.855, -3.538, 0.640], [-1.970, 2.036, -0.042], [-2.820, 0.652, 0.674], [-1.261, 1.192, 1.336], [1.987, -0.506, -0.689], [1.184, 0.061, 0.380], [1.203, 1.462, 0.589], [2.526, -1.371, -0.309], [1.380, -0.838, -1.539], [2.694, 0.209, -1.111], [0.560, -0.592, 0.871], [1.061, 1.922, -0.315], [2.125, 1.730, 0.924]], "atomic_forces_ev_per_a": [[0.498, 1.021, 0.027], [0.738, 1.703, -0.833], [-2.938, -2.431, -0.882], [0.982, 0.558, 0.502], [0.592, -0.244, 0.743], [-0.194, -0.344, -0.027], [0.124, -0.070, -0.092], [0.047, -0.288, -0.093], [-0.192, 0.060, 0.187], [-0.419, -0.367, 0.038], [0.376, -0.037, -0.251], [-0.161, -0.741, 0.047], [0.236, -0.056, -0.100], [-0.191, 0.018, 0.007], [0.020, 0.126, 0.403], [0.681, 1.238, 0.089], [-0.097, -0.121, 0.241], [-0.102, -0.026, -0.006]]}



[5]
{"formula": "C5H10N2O", "method": "ωB97M-V with the def2-TZVPD basis set", "gap_ev": 7.936, "relative_energy_kcal_mol": 133.7, "e_lumo_ev": 0.71, "total_energy_ev": -10369.507, "symbols": ["C", "C", "C", "C", "N", "N", "C", "O", "H", "H", "H", "H", "H", "H", "H", "H", "H", "H"], "xyz": [[0.326, 1.511, -0.661], [1.931, -0.109, -0.102], [1.376, 0.600, -1.277], [-0.597, 1.088, 0.200], [-2.065, -1.542, 0.280], [1.368, -1.190, 0.314], [-1.312, 1.198, 1.294], [-1.005, -1.024, -0.519], [0.281, 2.526, -1.033], [2.745, 0.361, 0.450], [-2.887, -1.501, -0.319], [-1.874, -2.532, 0.436], [1.676, -1.562, 1.205], [0.129, -1.304, -0.072], [2.143, 1.194, -1.772], [0.927, -0.094, -1.990], [-2.227, 0.637, 1.415], [-0.934, 1.741, 2.150]], "atomic_forces_ev_per_a": [[-0.629, -0.223, -0.059], [-0.215, -1.009, 0.243], [-0.036, 0.080, 0.257], [1.034, 1.636, 0.450], [0.220, -0.064, 0.301], [0.429, 0.740, -0.068], [-0.213, -0.664, -0.288], [1.279, -0.860, 0.125], [-0.221, -0.022, -0.120], [0.007, -0.101, 0.011], [0.177, -0.088, -0.013], [-0.113, 0.095, -0.171], [0.188, 0.119, -0.018], [-1.920, 0.295, -0.620], [-0.022, -0.036, 0.010], [0.023, 0.003, 0.059], [-0.184, 0.170, -0.086], [0.196, -0.070, -0.013]]}



[6]
{"formula": "C5H10N2O", "method": "ωB97M-V with the def2-TZVPD basis set", "gap_ev": 9.629, "relative_energy_kcal_mol": 108.3, "e_lumo_ev": 0.86, "total_energy_ev": -10370.609, "smiles": "[O-][N+]1=CCCC1.C=N", "symbols": ["O", "N", "C", "C", "C", "C", "H", "H", "H", "H", "H", "H", "H", "C", "N", "H", "H", "H"], "xyz": [[0.756, -1.317, -0.354], [-0.352, -0.903, -0.234], [-1.437, -1.518, -0.268], [-2.635, -0.616, 0.083], [-2.072, 0.748, -0.263], [-0.626, 0.608, 0.106], [-1.617, -2.630, -0.187], [-2.902, -0.655, 1.151], [-3.591, -0.896, -0.552], [-2.048, 0.873, -1.307], [-2.565, 1.605, 0.221], [0.241, 1.111, -0.589], [-0.369, 0.869, 1.112], [3.491, 0.346, 0.198], [4.393, 1.078, -0.250], [2.725, 0.000, -0.490], [3.601, -0.211, 1.210], [5.005, 1.508, 0.413]], "atomic_forces_ev_per_a": [[4.600, -1.331, -0.469], [-1.684, 3.404, 1.484], [-5.402, -2.469, 1.336], [-1.150, -0.984, -1.447], [0.204, 0.741, 0.849], [3.182, 0.224, -2.894], [1.057, 1.386, -0.652], [0.035, -0.265, -0.269], [1.858, 0.577, 1.329], [-0.582, 0.314, -1.427], [0.142, -0.374, -0.194], [-2.478, -0.747, 1.581], [0.168, -0.491, 0.771], [0.530, -2.327, 1.456], [-0.415, 1.836, -1.282], [-0.147, -0.228, 0.205], [-0.768, 1.240, -1.128], [0.849, -0.507, 0.752]]}



[7]
{"formula": "C5H10N2O", "method": "ωB97M-V with the def2-TZVPD basis set", "gap_ev": [6.684, 6.690], "relative_energy_kcal_mol": 118.8, "e_lumo_ev": [-0.97, -0.97], "total_energy_ev": -10370.155, "symbols": ["C", "C", "C", "C", "N", "C", "O", "N", "H", "H", "H", "H", "H", "H", "H", "H", "H", "H"], "xyz": [[-1.153, 0.060, -0.463], [-2.116, 1.142, -0.263], [-0.003, -0.140, 0.522], [1.368, -0.299, -0.115], [2.371, 0.016, 0.751], [1.514, -0.725, -1.387], [-0.770, -1.529, 0.735], [-0.023, 0.671, 1.597], [-0.338, -2.156, 0.135], [-1.359, -0.644, -1.264], [2.018, 0.503, 1.576], [3.281, 0.241, 0.384], [-0.806, 0.466, 2.211], [-2.918, 0.844, 0.426], [-2.608, 1.377, -1.212], [-1.609, 1.993, 0.203], [0.664, -1.016, -1.984], [2.487, -0.804, -1.852]], "atomic_forces_ev_per_a": [[0.099, -0.967, 0.356], [-0.225, -0.196, 0.063], [-0.255, 1.115, 0.282], [0.152, -0.230, -0.256], [-0.157, -0.032, 0.013], [-0.059, 0.080, 0.267], [-0.221, 0.802, -0.197], [0.426, -0.749, -0.139], [-0.026, -0.005, -0.123], [0.252, 0.168, -0.111], [0.053, 0.003, -0.124], [-0.124, 0.008, 0.050], [-0.131, 0.196, -0.194], [0.099, -0.047, -0.021], [0.096, -0.022, 0.098], [0.052, -0.131, 0.040], [-0.055, 0.077, -0.044], [0.025, -0.070, 0.039]]}



Copy entry 7 word for word.
{"formula": "C5H10N2O", "method": "ωB97M-V with the def2-TZVPD basis set", "gap_ev": [6.684, 6.690], "relative_energy_kcal_mol": 118.8, "e_lumo_ev": [-0.97, -0.97], "total_energy_ev": -10370.155, "symbols": ["C", "C", "C", "C", "N", "C", "O", "N", "H", "H", "H", "H", "H", "H", "H", "H", "H", "H"], "xyz": [[-1.153, 0.060, -0.463], [-2.116, 1.142, -0.263], [-0.003, -0.140, 0.522], [1.368, -0.299, -0.115], [2.371, 0.016, 0.751], [1.514, -0.725, -1.387], [-0.770, -1.529, 0.735], [-0.023, 0.671, 1.597], [-0.338, -2.156, 0.135], [-1.359, -0.644, -1.264], [2.018, 0.503, 1.576], [3.281, 0.241, 0.384], [-0.806, 0.466, 2.211], [-2.918, 0.844, 0.426], [-2.608, 1.377, -1.212], [-1.609, 1.993, 0.203], [0.664, -1.016, -1.984], [2.487, -0.804, -1.852]], "atomic_forces_ev_per_a": [[0.099, -0.967, 0.356], [-0.225, -0.196, 0.063], [-0.255, 1.115, 0.282], [0.152, -0.230, -0.256], [-0.157, -0.032, 0.013], [-0.059, 0.080, 0.267], [-0.221, 0.802, -0.197], [0.426, -0.749, -0.139], [-0.026, -0.005, -0.123], [0.252, 0.168, -0.111], [0.053, 0.003, -0.124], [-0.124, 0.008, 0.050], [-0.131, 0.196, -0.194], [0.099, -0.047, -0.021], [0.096, -0.022, 0.098], [0.052, -0.131, 0.040], [-0.055, 0.077, -0.044], [0.025, -0.070, 0.039]]}